(1)
Density functional theory data (the ωB97M-V functional and the def2-TZVPD basis) for C44H62IrN4O3PTe as an isolated structure.

```
116
Properties=species:S:1:pos:R:3:lowdin_charge:R:1
Ir -0.17 -0.10 -0.07 1.1552
O 2.96 -0.85 5.99 -0.0396
C 1.59 -0.54 5.99 -0.1920
C 1.12 -0.43 4.57 -0.1491
C -0.23 -0.48 4.25 0.0288
C -0.63 -0.39 2.93 -0.0917
N 0.26 -0.26 1.93 -0.0577
C 1.57 -0.19 2.23 -0.1959
C 2.03 -0.28 3.53 0.0643
C 2.47 -0.04 1.06 -0.1734
C 3.85 0.01 1.15 0.0796
C 4.61 0.07 -0.01 -0.1393
C 6.12 0.07 0.07 -0.1938
O 6.59 0.56 1.30 -0.0316
C 3.95 0.10 -1.23 0.0341
C 2.57 0.07 -1.25 -0.0538
N 1.85 0.01 -0.13 -0.0410
H 3.29 -0.87 6.89 0.1111
H 1.40 0.43 6.49 0.1459
H 0.99 -1.29 6.51 0.1376
H -0.99 -0.59 5.02 0.1350
H -1.67 -0.42 2.65 0.0881
H 3.08 -0.25 3.76 0.1290
H 4.35 0.00 2.11 0.1301
H 6.54 0.60 -0.78 0.1368
H 6.45 -0.97 0.01 0.1446
H 6.66 1.52 1.27 0.1095
H 4.49 0.15 -2.16 0.1336
H 2.01 0.12 -2.18 0.1145
C -0.59 -0.40 -3.28 -0.1525
N -0.42 0.43 -2.08 -0.1809
C -0.37 1.72 -2.26 -0.0782
C -0.24 2.56 -1.13 -0.3173
C -0.07 3.93 -0.90 -0.0075
C 0.16 4.07 0.46 -0.0594
C 0.12 2.79 1.03 -0.1456
N -0.14 1.88 0.07 -0.1888
C -1.98 -0.95 -3.43 -0.2535
C -2.21 -2.31 -3.32 -0.0484
C -3.49 -2.83 -3.45 -0.0660
C -4.55 -1.98 -3.71 -0.0645
C -4.32 -0.62 -3.86 -0.0689
C -3.05 -0.11 -3.72 -0.0786
H 0.15 -1.20 -3.25 0.0995
H -0.36 0.23 -4.15 0.1321
H -0.44 2.14 -3.26 0.1492
H -0.09 4.71 -1.65 0.1169
H 0.34 4.98 1.00 0.1073
H 0.25 2.50 2.06 0.1128
H -1.36 -2.97 -3.15 0.0807
H -3.65 -3.90 -3.38 0.1089
H -5.55 -2.38 -3.83 0.1124
H -5.15 0.05 -4.09 0.1139
H -2.87 0.96 -3.85 0.1174
O 0.25 -2.20 -0.16 -0.4786
P 0.19 -3.72 0.04 0.8854
C 1.57 -4.38 -0.97 -0.3134
C 1.50 -3.88 -2.42 -0.1844
C 0.79 -4.84 -3.37 -0.1946
C 1.47 -6.21 -3.35 -0.1866
C 1.39 -6.80 -1.95 -0.1833
C 1.99 -5.87 -0.90 -0.1659
C 0.56 -4.00 1.82 -0.3048
C 1.95 -3.41 2.18 -0.1860
C 3.03 -4.48 2.28 -0.1696
C 2.72 -5.46 3.42 -0.1705
C 1.21 -5.55 3.69 -0.1803
C 0.41 -5.42 2.40 -0.1826
C -1.47 -4.32 -0.36 -0.3195
C -2.52 -3.51 0.42 -0.2178
C -3.11 -4.28 1.59 -0.1786
C -3.86 -5.53 1.09 -0.1671
C -3.24 -6.09 -0.20 -0.1714
C -1.74 -5.84 -0.26 -0.1642
H 2.37 -3.81 -0.47 0.1086
H 2.53 -3.75 -2.78 0.1285
H 1.04 -2.89 -2.43 0.0665
H 0.79 -4.42 -4.38 0.1208
H -0.26 -4.97 -3.08 0.0987
H 2.51 -6.10 -3.65 0.1227
H 0.99 -6.88 -4.06 0.1193
H 1.92 -7.75 -1.91 0.1224
H 0.35 -7.02 -1.71 0.0878
H 3.08 -5.88 -1.03 0.1279
H 1.81 -6.28 0.09 0.0847
H -0.21 -3.36 2.28 0.1109
H 1.87 -2.91 3.14 0.1091
H 2.23 -2.64 1.45 0.0833
H 4.00 -4.00 2.45 0.1173
H 3.12 -5.01 1.33 0.0884
H 3.24 -5.17 4.33 0.1132
H 3.09 -6.45 3.15 0.1163
H 0.90 -4.75 4.38 0.1149
H 0.97 -6.49 4.19 0.1198
H -0.64 -5.64 2.60 0.0941
H 0.76 -6.19 1.70 0.0984
H -1.55 -4.03 -1.41 0.0828
H -3.32 -3.25 -0.29 0.1031
H -2.09 -2.56 0.76 0.0453
H -3.78 -3.64 2.17 0.1095
H -2.31 -4.57 2.27 0.0898
H -4.91 -5.28 0.91 0.1145
H -3.86 -6.29 1.87 0.1160
H -3.71 -5.62 -1.07 0.1118
H -3.44 -7.16 -0.28 0.1203
H -1.33 -6.34 -1.14 0.0915
H -1.25 -6.28 0.61 0.1027
C -4.48 -0.78 0.95 -0.3603
Te -2.89 0.17 -0.10 1.3895
C -3.29 2.13 0.62 -0.3443
H -5.35 -0.23 0.59 0.0192
H -4.39 -0.70 2.03 0.0205
H -4.54 -1.82 0.65 -0.0150
H -3.95 2.05 1.49 0.0201
H -3.78 2.68 -0.17 0.0181
H -2.36 2.61 0.90 -0.0150
```

Its lowest unoccupied orbital energy is -5.712 eV. The total energy is -78149.3497 eV. The HOMO energy comes out at -12.96 eV. The total charge is +2. The value obtained for the largest force on an atom is 0.918 eV/A. The orbital gap comes out at 7.25 eV.



(2)
Density functional theory data (the ωB97M-V functional and the def2-TZVPD basis) for a 8-piece molecular cluster, C12H43BO13 overall in a non-equilibrium geometry.

```
69
Properties=species:S:1:pos:R:3:lowdin_charge:R:1
O 2.18 -1.01 -1.42 0.2347
H 2.13 -0.42 -2.19 0.1776
H 1.60 -0.54 -0.71 0.0699
H 3.05 -1.22 -1.04 0.1847
B 0.09 0.44 -0.48 -0.3927
H 1.10 1.00 -0.34 0.0196
H -0.84 1.04 -0.18 0.0273
H -0.05 0.06 -1.56 0.0214
H 0.32 -0.43 0.27 0.0284
C 0.57 2.52 2.55 -0.2086
C -0.80 2.23 3.12 -0.2211
O -1.23 3.22 4.08 -0.0674
O 1.23 1.32 2.14 -0.1193
H 1.22 3.06 3.24 0.1276
H 0.54 3.18 1.67 0.1297
H -0.83 1.30 3.70 0.1231
H -1.55 2.11 2.33 0.1132
H -1.90 3.74 3.62 0.0794
H 0.90 0.98 1.28 0.0012
C -0.69 -2.72 -2.36 -0.2386
C -1.83 -3.75 -2.40 -0.2229
O -1.98 -4.37 -3.68 -0.0636
O 0.51 -3.46 -2.14 -0.0873
H -0.84 -2.05 -1.51 0.0743
H -0.63 -2.05 -3.23 0.1226
H -2.76 -3.20 -2.22 0.1176
H -1.69 -4.52 -1.64 0.1216
H -2.73 -3.94 -4.10 0.0807
H 0.34 -4.33 -2.51 0.0828
C 4.45 2.68 1.61 -0.2738
C 5.69 2.89 0.79 -0.2496
O 6.88 2.98 1.59 -0.0715
O 3.30 2.39 0.83 -0.0986
H 4.30 3.50 2.33 0.1221
H 4.60 1.81 2.27 0.1238
H 5.57 3.80 0.19 0.1214
H 5.90 2.07 0.10 0.1168
H 6.90 3.90 1.86 0.0812
H 2.60 2.09 1.47 0.0321
C -3.51 -0.63 0.90 -0.2374
C -4.82 -1.27 0.46 -0.2274
O -4.72 -2.70 0.38 -0.0750
O -2.60 -0.83 -0.17 -0.1049
H -3.06 -1.16 1.74 0.1153
H -3.78 0.39 1.21 0.1193
H -4.98 -0.90 -0.56 0.1154
H -5.71 -1.04 1.05 0.1176
H -3.79 -2.87 0.17 0.0487
H -1.93 -0.12 -0.23 0.0119
C -0.13 2.82 -3.29 -0.2397
C -0.76 3.90 -4.14 -0.2584
O -0.72 5.13 -3.45 -0.0616
O -0.80 2.82 -2.03 -0.0989
H 0.90 3.10 -3.05 0.1210
H -0.10 1.82 -3.75 0.1136
H -1.79 3.66 -4.40 0.1178
H -0.26 4.01 -5.11 0.1185
H -1.10 4.99 -2.58 0.0787
H -0.51 2.03 -1.54 -0.0099
C -0.87 -3.96 1.46 -0.2161
C 0.36 -3.47 2.22 -0.2577
O 0.49 -3.81 3.58 -0.0476
O -0.86 -5.37 1.66 -0.0662
H -0.67 -3.88 0.39 0.0970
H -1.82 -3.44 1.58 0.1088
H 0.39 -2.37 2.14 0.1079
H 1.21 -3.80 1.61 0.1182
H 1.41 -3.69 3.82 0.0865
H -1.07 -5.62 2.57 0.0847
```

Its lowest unoccupied orbital energy is -1.016 eV. The total energy is -40427.6795 eV. The HOMO energy comes out at -10.05 eV. The energy above the lowest of the compared OMol25 structures with the same formula, charge and spin is 152.78 kJ/mol. The total charge is 0. The value obtained for the largest force on an atom is 2.579 eV/A. The orbital gap comes out at 9.04 eV.



(3)
Density functional theory data (the ωB97M-V functional and the def2-TZVPD basis) for an isolated molecule of C3H14N2Si3 in a non-equilibrium geometry.

```
22
Properties=species:S:1:pos:R:3:lowdin_charge:R:1
C 3.25 -0.63 -0.76 -0.1912
C 2.10 0.41 1.07 -0.1709
C 2.02 0.14 -0.41 -0.6611
N -2.89 0.02 0.53 -0.3670
N -0.59 0.79 -0.72 -0.3821
Si -2.19 1.27 -0.43 0.3013
Si -3.42 -1.60 0.39 0.4460
Si 0.30 -0.73 -0.83 0.7410
H 3.96 0.15 -0.44 0.0709
H 3.54 -1.53 -0.31 0.0566
H 3.47 -0.67 -1.83 0.0744
H 2.37 -0.50 1.60 0.0613
H 1.29 0.90 1.68 0.0776
H 3.04 1.10 1.15 0.1043
H 2.14 1.08 -1.03 0.1026
H -3.20 0.44 1.38 -0.0073
H 0.06 1.67 -0.86 0.0703
H -2.89 1.35 -1.75 -0.0456
H -2.14 2.51 0.37 -0.0372
H -4.88 -1.72 0.40 -0.0961
H -2.68 -2.09 -0.81 -0.0974
H -2.67 -2.37 1.61 -0.0503
```

Its lowest unoccupied orbital energy is 0.154 eV. The total energy is -29951.0149 eV. The HOMO energy comes out at -7.98 eV. The energy above the lowest of the compared OMol25 structures with the same formula, charge and spin is 108.64 kJ/mol. The total charge is 0. The value obtained for the largest force on an atom is 3.680 eV/A. The orbital gap comes out at 8.14 eV.



(4)
Density functional theory data (the ωB97M-V functional and the def2-TZVPD basis) for C25H21N5O6PtSb as an isolated structure.

```
59
Properties=species:S:1:pos:R:3:lowdin_charge:R:1
Pt 0.35 -0.11 0.69 1.1418
C 2.76 -1.52 -0.87 -0.0177
C 3.19 -0.24 -0.23 -0.2840
C 4.50 0.22 -0.31 0.0047
C 4.86 1.40 0.31 -0.0232
C 3.90 2.12 1.02 -0.0814
C 2.61 1.62 1.07 -0.4226
N 2.28 0.47 0.46 -0.1202
Sb 0.95 2.52 2.12 1.5468
C 0.73 0.63 3.27 -0.4047
C 0.69 0.71 4.65 -0.1026
C 0.63 -0.47 5.38 -0.0236
C 0.58 -1.68 4.72 0.0091
C 0.60 -1.72 3.33 -0.2838
C 0.46 -2.98 2.56 -0.0091
N 0.70 -0.57 2.65 -0.1006
C -0.17 2.50 0.22 -0.4110
C -0.72 3.69 -0.22 -0.1012
C -1.31 3.74 -1.48 -0.0194
C -1.34 2.60 -2.26 0.0100
C -0.79 1.41 -1.77 -0.2985
C -0.84 0.16 -2.58 -0.0069
N -0.23 1.39 -0.57 -0.0956
H 3.58 -1.95 -1.44 0.0919
H 1.91 -1.36 -1.53 0.0720
H 2.46 -2.24 -0.11 0.0749
H 5.22 -0.35 -0.87 0.1255
H 5.88 1.76 0.25 0.1232
H 4.15 3.04 1.53 0.1066
H 0.71 1.67 5.14 0.0986
H 0.61 -0.44 6.46 0.1228
H 0.52 -2.61 5.27 0.1265
H 0.70 -3.85 3.18 0.0944
H 1.12 -2.98 1.69 0.0668
H -0.56 -3.07 2.20 0.0865
H -0.69 4.56 0.42 0.0983
H -1.75 4.66 -1.84 0.1235
H -1.79 2.61 -3.24 0.1318
H -0.29 0.29 -3.51 0.1003
H -1.87 -0.08 -2.83 0.1000
H -0.41 -0.67 -2.02 0.0529
O -3.00 0.28 -0.26 0.0978
C -2.44 -0.73 0.10 -0.5850
O -1.51 -0.81 1.02 -0.2247
C -2.75 -2.05 -0.56 -0.1005
C -3.97 -2.27 -1.20 0.0900
C -4.17 -3.48 -1.84 -0.0965
C -3.21 -4.47 -1.90 0.0986
C -2.01 -4.21 -1.28 -0.1026
C -1.77 -3.03 -0.60 0.0540
N -0.92 -5.21 -1.34 -0.3459
O 0.15 -4.90 -0.85 0.0679
O -1.16 -6.26 -1.89 0.1153
N -5.47 -3.72 -2.50 -0.3488
O -5.61 -4.78 -3.07 0.1023
O -6.30 -2.84 -2.43 0.1001
H -4.74 -1.51 -1.20 0.1405
H -3.39 -5.40 -2.42 0.1384
H -0.82 -2.87 -0.11 0.0969
```

Its lowest unoccupied orbital energy is -3.349 eV. The total energy is -55774.9799 eV. The HOMO energy comes out at -11.78 eV. The energy above the lowest of the compared OMol25 structures with the same formula, charge and spin is 11.40 kJ/mol. The total charge is +1. The value obtained for the largest force on an atom is 0.150 eV/A. The orbital gap comes out at 8.43 eV.



Please write out number 4 again, unchanged.
Density functional theory data (the ωB97M-V functional and the def2-TZVPD basis) for C25H21N5O6PtSb as an isolated structure.

```
59
Properties=species:S:1:pos:R:3:lowdin_charge:R:1
Pt 0.35 -0.11 0.69 1.1418
C 2.76 -1.52 -0.87 -0.0177
C 3.19 -0.24 -0.23 -0.2840
C 4.50 0.22 -0.31 0.0047
C 4.86 1.40 0.31 -0.0232
C 3.90 2.12 1.02 -0.0814
C 2.61 1.62 1.07 -0.4226
N 2.28 0.47 0.46 -0.1202
Sb 0.95 2.52 2.12 1.5468
C 0.73 0.63 3.27 -0.4047
C 0.69 0.71 4.65 -0.1026
C 0.63 -0.47 5.38 -0.0236
C 0.58 -1.68 4.72 0.0091
C 0.60 -1.72 3.33 -0.2838
C 0.46 -2.98 2.56 -0.0091
N 0.70 -0.57 2.65 -0.1006
C -0.17 2.50 0.22 -0.4110
C -0.72 3.69 -0.22 -0.1012
C -1.31 3.74 -1.48 -0.0194
C -1.34 2.60 -2.26 0.0100
C -0.79 1.41 -1.77 -0.2985
C -0.84 0.16 -2.58 -0.0069
N -0.23 1.39 -0.57 -0.0956
H 3.58 -1.95 -1.44 0.0919
H 1.91 -1.36 -1.53 0.0720
H 2.46 -2.24 -0.11 0.0749
H 5.22 -0.35 -0.87 0.1255
H 5.88 1.76 0.25 0.1232
H 4.15 3.04 1.53 0.1066
H 0.71 1.67 5.14 0.0986
H 0.61 -0.44 6.46 0.1228
H 0.52 -2.61 5.27 0.1265
H 0.70 -3.85 3.18 0.0944
H 1.12 -2.98 1.69 0.0668
H -0.56 -3.07 2.20 0.0865
H -0.69 4.56 0.42 0.0983
H -1.75 4.66 -1.84 0.1235
H -1.79 2.61 -3.24 0.1318
H -0.29 0.29 -3.51 0.1003
H -1.87 -0.08 -2.83 0.1000
H -0.41 -0.67 -2.02 0.0529
O -3.00 0.28 -0.26 0.0978
C -2.44 -0.73 0.10 -0.5850
O -1.51 -0.81 1.02 -0.2247
C -2.75 -2.05 -0.56 -0.1005
C -3.97 -2.27 -1.20 0.0900
C -4.17 -3.48 -1.84 -0.0965
C -3.21 -4.47 -1.90 0.0986
C -2.01 -4.21 -1.28 -0.1026
C -1.77 -3.03 -0.60 0.0540
N -0.92 -5.21 -1.34 -0.3459
O 0.15 -4.90 -0.85 0.0679
O -1.16 -6.26 -1.89 0.1153
N -5.47 -3.72 -2.50 -0.3488
O -5.61 -4.78 -3.07 0.1023
O -6.30 -2.84 -2.43 0.1001
H -4.74 -1.51 -1.20 0.1405
H -3.39 -5.40 -2.42 0.1384
H -0.82 -2.87 -0.11 0.0969
```

Its lowest unoccupied orbital energy is -3.349 eV. The total energy is -55774.9799 eV. The HOMO energy comes out at -11.78 eV. The energy above the lowest of the compared OMol25 structures with the same formula, charge and spin is 11.40 kJ/mol. The total charge is +1. The value obtained for the largest force on an atom is 0.150 eV/A. The orbital gap comes out at 8.43 eV.